A cluster of 10 separate species, C13H39BrF2N2O13 in total. Source: the Open Molecules 2025 dataset; level of theory: ωB97M-V/def2-TZVPD.

```
70
Properties=species:S:1:pos:R:3:mulliken_charge:R:1
N 0.06619 0.81077 1.76895 -0.31
C 0.38524 0.67136 0.39197 -0.10
Br 0.51682 2.42929 -0.44474 -0.05
O -0.63411 -0.11440 -0.16614 -0.29
C -0.87768 -0.12035 -1.50418 0.16
O -1.82685 -0.70970 -1.92392 -0.53
N 1.72411 -0.00002 0.27394 0.76
C 2.51104 0.27164 -0.88122 0.51
O 3.37575 1.07093 -0.91901 -0.50
F 2.21741 -0.50339 -1.93003 -0.25
C 1.61355 -1.39375 0.59539 0.34
O 1.89088 -1.86498 1.62962 -0.43
F 1.12078 -2.12927 -0.41614 -0.22
H -0.16733 1.76680 2.00034 0.20
H -0.78098 0.28214 1.94644 0.26
H -0.21185 0.40000 -2.18065 0.62
C -3.46343 0.08064 -5.30469 -0.36
O -4.35323 0.72542 -4.40238 -0.51
H -3.87105 0.18762 -6.30584 0.31
H -2.47618 0.55269 -5.27542 0.06
H -3.37336 -0.98392 -5.06916 0.25
H -3.99663 0.62598 -3.51443 0.30
C 5.68393 0.03395 1.53439 -0.44
O 4.60628 0.87098 1.92941 -0.52
H 6.46347 0.13240 2.28536 0.29
H 5.38015 -1.01880 1.48803 0.23
H 6.08916 0.33806 0.56416 0.16
H 3.91742 0.78401 1.26576 0.26
C -2.96520 3.64769 2.41139 -0.49
O -1.66097 3.07249 2.50420 -0.48
H -3.53319 3.02627 1.72529 0.10
H -3.46020 3.65803 3.38430 0.27
H -2.91694 4.66504 2.01474 0.27
H -1.13658 3.60084 3.11250 0.24
C 0.42138 -0.74721 5.68338 -0.68
O -0.11796 0.25699 4.82584 -0.45
H 0.01354 -0.57724 6.67670 0.26
H 0.14148 -1.75291 5.35297 0.28
H 1.51054 -0.68536 5.73383 0.30
H 0.22367 0.10747 3.93911 0.33
C 7.06166 0.62341 -2.74919 -0.60
O 6.04925 1.31297 -2.02694 -0.44
H 7.96875 1.21775 -2.68127 0.22
H 7.25984 -0.36496 -2.32301 0.27
H 6.79769 0.50903 -3.80464 0.26
H 5.23797 0.79999 -2.07663 0.28
C -5.62480 2.20227 -1.12115 -0.61
O -4.27261 2.43812 -0.73110 -0.41
H -5.95170 1.30166 -0.60945 0.25
H -6.27591 3.02959 -0.82771 0.27
H -5.70841 2.04474 -2.19924 0.24
H -3.97220 3.23201 -1.18048 0.26
C 1.16341 0.04658 -5.10868 -0.69
O 0.10364 0.54112 -4.28962 -0.48
H 2.00598 0.72110 -4.98630 0.25
H 1.46559 -0.95893 -4.80556 0.29
H 0.87229 0.02982 -6.16081 0.31
H -0.65209 -0.04684 -4.39091 0.22
C -1.26949 -4.60303 0.42494 -0.58
O -0.47131 -4.29884 1.56554 -0.54
H -1.99967 -5.34581 0.73419 0.28
H -1.79957 -3.71983 0.05725 0.22
H -0.66596 -5.02038 -0.38576 0.30
H 0.18238 -3.64775 1.30043 0.28
C -2.65018 -2.54921 3.72726 -0.43
O -2.96618 -1.29363 4.32270 -0.53
H -3.50756 -2.85668 3.13401 0.28
H -1.77661 -2.47893 3.07422 0.09
H -2.45793 -3.31126 4.48782 0.31
H -2.19537 -1.02227 4.82998 0.30
```

Properties
Structure (SMILES): N[C@](Br)(OC=O)N(C(=O)F)C(=O)F.CO.CO.CO.CO.CO.CO.CO.CO.CO
LUMO (eV): -0.50
Strongest force on any atom (eV Å⁻¹): 1.07



A cluster of 13 separate species, C13H39N13O26 in total. Source: the Open Molecules 2025 dataset; level of theory: ωB97M-V/def2-TZVPD.

```
91
Properties=species:S:1:pos:R:3:mulliken_charge:R:1
C -0.15638 -0.95120 0.56408 -0.40
N 0.32141 0.49519 0.68636 0.87
O -0.29334 1.18432 1.48515 -0.24
O 1.11143 0.93559 -0.15908 -0.38
H 0.74970 -1.55155 0.48219 0.42
H -0.65575 -1.07252 -0.39718 -0.28
H -0.81410 -1.27261 1.37168 0.10
C 4.05137 -0.72905 1.44605 -0.60
N 3.98204 -1.78388 2.45182 1.03
O 3.21084 -1.59426 3.40633 -0.54
O 4.88379 -2.57023 2.47632 -0.55
H 5.05030 -0.30774 1.33314 0.38
H 3.48553 0.11495 1.84048 0.02
H 3.65294 -1.07801 0.49338 0.25
C -4.31697 -3.19349 -3.19080 -0.91
N -3.30581 -3.46550 -2.13275 0.72
O -2.34760 -2.69638 -2.03292 -0.13
O -3.45869 -4.45811 -1.37690 -0.54
H -4.19016 -2.17826 -3.56672 0.27
H -5.28597 -3.23553 -2.69345 0.32
H -4.36385 -3.92605 -3.99657 0.33
C -0.19916 3.32744 -2.38107 -0.53
N -0.48452 3.20283 -3.83659 1.01
O 0.43567 2.66879 -4.50178 -0.51
O -1.54463 3.65978 -4.27427 -0.58
H -1.11387 3.09606 -1.83529 0.14
H 0.17206 4.32250 -2.13580 0.42
H 0.42100 2.45886 -2.15958 0.00
C -0.73039 4.70939 1.31664 -0.46
N -1.80375 5.62884 1.68961 0.99
O -2.15049 6.56838 0.98580 -0.58
O -2.36724 5.40642 2.71437 -0.56
H -0.67687 3.89330 2.03722 0.10
H 0.25737 5.16837 1.27473 0.37
H -1.15204 4.18637 0.45828 0.11
C 0.57623 -4.58557 -3.12616 -0.60
N 1.57780 -3.63383 -2.41924 0.76
O 1.17306 -3.01687 -1.43737 -0.33
O 2.70678 -3.50975 -2.90701 -0.54
H 0.33874 -4.03235 -4.03481 0.23
H -0.22975 -4.60544 -2.39260 0.16
H 1.04978 -5.54727 -3.32363 0.30
C 1.98909 1.17986 5.99530 -0.86
N 2.30494 1.36947 4.54797 0.85
O 1.38005 1.57261 3.80317 -0.40
O 3.50372 1.40941 4.23721 -0.51
H 2.91357 1.07511 6.56317 0.34
H 1.28445 0.35294 6.08351 0.28
H 1.58582 2.11363 6.38715 0.31
C -3.81616 -3.88734 1.79777 -0.52
N -2.59980 -4.55788 1.43186 0.96
O -1.66232 -3.91962 0.97399 -0.46
O -2.55020 -5.77041 1.62086 -0.60
H -4.56393 -3.94639 1.00691 0.27
H -3.55140 -2.82999 1.79462 0.06
H -4.08121 -4.23136 2.79752 0.30
C -1.21321 -0.91023 -4.12256 -0.88
N -0.31544 -0.40640 -3.08887 0.99
O 0.89648 -0.53369 -3.25560 -0.48
O -0.79107 0.26523 -2.17003 -0.28
H -1.04733 -1.98741 -4.10632 0.12
H -0.90744 -0.55103 -5.10520 0.38
H -2.24176 -0.68026 -3.84455 0.18
C 3.97320 -0.43028 -2.47719 -0.33
N 4.88153 0.65971 -2.96552 0.87
O 4.33847 1.50237 -3.72507 -0.52
O 5.98727 0.76741 -2.45315 -0.56
H 4.64318 -1.10151 -1.93991 0.32
H 3.62836 -0.88230 -3.40717 0.28
H 3.12370 -0.05182 -1.90866 -0.03
C -3.19167 0.65953 -0.00281 -0.19
N -3.86388 -0.39517 -0.81908 1.07
O -4.02281 -0.14750 -1.97739 -0.58
O -4.28839 -1.40922 -0.25372 -0.56
H -2.65508 1.25109 -0.74458 -0.03
H -2.61144 0.23217 0.81499 -0.17
H -4.01029 1.23453 0.43003 0.49
C 3.19730 2.92807 0.20131 -0.22
N 4.22426 3.78538 -0.50205 0.95
O 5.13567 4.30458 0.17085 -0.58
O 4.05966 3.90600 -1.69383 -0.52
H 3.52262 1.88821 0.17033 0.07
H 2.23652 3.18060 -0.24729 -0.02
H 3.09614 3.25383 1.23656 0.27
C -1.94165 1.08478 4.49616 -0.34
N -2.60368 -0.23044 4.10968 0.78
O -3.27937 -0.75604 4.97644 -0.55
O -2.34146 -0.74223 3.04918 -0.46
H -2.57967 1.70337 5.12732 0.36
H -1.66056 1.68598 3.63150 0.06
H -1.08093 0.96086 5.15335 0.06
```

Properties
LUMO (eV): -0.84
Strongest force on any atom (eV Å⁻¹): 3.29
Relative energy (zero: lowest compared OMol25 entry of this formula, charge and spin) (kcal per mole): 48.53



A structure of composition C13H3F5NO4STc. Source: the Open Molecules 2025 dataset; level of theory: ωB97M-V/def2-TZVPD.

```
28
Properties=species:S:1:pos:R:3:mulliken_charge:R:1
Tc 0.16867 -0.76627 0.98619 1.29
O -3.37737 1.01182 0.40083 -0.43
C -2.21466 0.83595 0.43469 0.22
O -1.64694 -0.35594 0.90880 -0.60
C -1.12844 1.77545 0.00052 0.67
C -1.24897 3.04782 -0.52602 -0.49
C -0.07389 3.71655 -0.86229 -0.26
C 1.16960 3.11583 -0.67482 -0.50
C 1.18517 1.84042 -0.14321 0.69
N 0.05919 1.22899 0.17220 -0.41
C 2.36698 0.96601 0.15296 0.20
O 3.50658 1.20518 -0.00566 -0.43
O 1.92272 -0.26281 0.68021 -0.65
H -2.22406 3.49364 -0.66607 0.49
H -0.12738 4.71454 -1.27560 0.46
H 2.09360 3.61534 -0.93148 0.50
F -0.34837 -6.93482 -1.93472 -0.25
C -0.21977 -5.96420 -1.05145 0.54
C -1.29685 -5.61702 -0.24848 0.24
F -2.44792 -6.25762 -0.37182 -0.26
C -1.15517 -4.59870 0.67417 0.30
F -2.18666 -4.26606 1.44315 -0.29
C 0.04893 -3.91582 0.80517 -0.02
S 0.23061 -2.67473 2.04657 -0.12
C 1.11461 -4.27728 -0.01130 0.50
F 2.27492 -3.63086 0.09612 -0.29
C 0.99028 -5.29561 -0.93564 0.16
F 2.01050 -5.63117 -1.70995 -0.26
```

Properties
LUMO (alpha / beta) (eV): -6.72 / -6.67
⟨S²⟩: 1.13
2S+1: 2
Net charge: +1
Strongest force on any atom (eV Å⁻¹): 0.41